1.
# C4H6ClN

One molecule with the formula C4H6ClN (ωB97M-V/def2-TZVPD, OMol25).

E, Ha: -670.8641
2S+1: 1
ΔE to the lowest compared entry with this formula, charge and spin, kcal/mol: 53.0
Structure (SMILES): C=C(Cl)/N=C\C
E_LUMO, Ha: 0.0172

Each line ends with the Mulliken charge.
Geometry (Å):
C1 -1.753 1.429 -1.187  -0.6601
C2 -1.005 0.426 -0.744  0.4300
Cl1 -1.813 -0.819 0.151  -0.2229
N1 0.368 0.461 -0.930  -0.4368
C3 1.175 -0.067 -0.027  0.0290
C4 1.320 -1.173 1.284  -0.9124
H1 -2.851 1.689 -1.098  0.2438
H2 -1.280 2.177 -1.746  0.3022
H3 2.176 0.259 -0.323  0.3384
H4 0.306 -1.238 1.911  0.2493
H5 2.143 -0.957 1.868  0.3447
H6 1.215 -2.189 0.841  0.2949

2.
# C4H8N3

An isolated ion of composition C4H8N3 and charge +1 (ωB97M-V/def2-TZVPD, OMol25).

E, Ha: -320.9672
2S+1: 1
ΔE to the lowest compared entry with this formula, charge and spin, kcal/mol: 203.4
Structure (SMILES): C[N@@H+]1CN2CC2=N1
E_LUMO (alpha / beta), Ha: -0.2238 / -0.2190
Charge: +1

Each line ends with the Mulliken charge.
Geometry (Å):
C1 -1.801 -0.232 -0.742  -0.7430
N1 -0.894 -0.309 0.431  0.1540
C2 0.013 0.850 0.443  -0.4090
N2 1.065 0.487 -0.379  -0.1183
C3 2.391 -0.017 0.005  -0.2464
C4 1.315 -0.920 -0.396  0.2221
N3 -0.058 -1.557 0.349  -0.4309
H1 -1.239 -0.373 -1.658  0.2804
H2 -2.717 -1.001 -0.734  0.3146
H3 -2.241 0.797 -0.702  0.3891
H4 -1.471 -0.302 1.230  0.3450
H5 0.364 0.998 1.598  0.3231
H6 -0.510 1.688 0.067  0.3617
H7 2.614 -0.163 1.104  0.2695
H8 3.170 0.053 -0.617  0.2880

3.
# C26H52AlBrCaCl4F4N4O15PS2V

C26H52AlBrCaCl4F4N4O15PS2V as an isolated structure (ωB97M-V/def2-TZVPD, OMol25).

E, Ha: -10183.8997
2S+1: 1
E_LUMO, Ha: -0.2147

Each line ends with the Mulliken charge.
Geometry (Å):
C1 -6.170 1.787 -0.009  -0.8857
C2 -4.765 1.738 0.539  -0.4834
C3 -3.466 1.147 -0.341  0.3688
C4 -4.095 -0.265 -0.982  -0.7044
C5 -3.366 2.193 -1.600  -0.8516
O1 -3.415 3.565 -0.992  -0.5087
C6 -2.006 2.030 -2.525  -0.8963
C7 -2.084 0.898 -3.672  -0.0476
Cl1 -0.568 0.710 -4.757  -0.0448
C8 -3.328 1.073 -4.765  0.0843
C9 -4.542 -0.056 -4.530  -0.8236
Cl2 -3.968 2.805 -4.933  -0.1291
C10 -0.789 1.955 -1.438  -0.5465
N1 0.581 2.122 -2.108  0.2407
N2 -0.864 0.841 -0.421  1.1039
C11 0.443 0.582 0.289  0.2890
C12 1.290 -0.680 -0.413  0.6863
C13 1.446 -1.981 0.572  -0.7286
C14 0.869 -3.282 -0.266  -0.3445
C15 0.896 -4.673 0.637  -0.2207
O2 -0.319 -4.685 1.477  -0.3334
C16 -1.469 -5.282 0.774  -0.3919
C17 -2.087 0.932 0.519  -0.1126
C18 -1.768 2.064 1.654  -0.0953
C19 -1.436 1.533 3.164  0.2917
C20 -2.766 1.517 4.179  -1.0714
Br1 -0.255 2.992 3.979  -0.0816
P1 -2.224 -0.890 1.235  0.9678
N3 -3.522 -1.124 2.157  -0.6571
H1 -6.518 2.557 -0.819  0.2779
H2 -6.891 0.929 0.403  0.2510
H3 -4.662 2.086 1.672  0.2210
H4 -4.735 -0.868 -0.173  0.1053
H5 -3.283 -0.957 -1.455  0.1967
H6 -4.913 0.055 -1.790  0.2977
H7 -4.373 2.116 -2.219  1.0528
H8 -4.008 4.155 -1.576  0.4556
H9 -1.870 3.086 -3.069  0.6963
H10 -2.250 -0.188 -3.205  -0.2494
H11 -2.923 0.796 -5.855  0.5014
H12 -4.256 -0.872 -3.740  0.1526
H13 -5.530 0.526 -4.211  0.2382
H14 -4.815 -0.543 -5.585  0.3423
H15 -0.887 2.968 -0.808  -1.3446
H16 1.239 2.667 -1.513  0.3729
H17 0.970 1.210 -2.428  0.2207
H18 -1.060 -0.042 -0.984  0.5770
H19 1.167 1.532 0.344  0.0942
H20 0.354 0.270 1.423  0.1932
H21 0.837 -1.019 -1.438  0.4891
H22 2.398 -0.295 -0.631  -0.8557
H23 2.611 -2.177 0.737  0.5510
H24 0.981 -1.848 1.638  0.2360
H25 1.596 -3.465 -1.182  0.3204
H26 -0.209 -3.076 -0.695  0.0944
H27 0.961 -5.616 -0.087  0.3523
H28 1.871 -4.617 1.321  -0.0796
H29 -2.148 -5.805 1.601  0.2575
H30 -1.182 -6.116 -0.001  0.3340
H31 -2.152 -4.512 0.211  -0.0791
H32 -2.635 2.874 1.807  0.7958
H33 -0.842 2.762 1.358  -1.1988
H34 -0.784 0.572 3.247  0.5213
H35 -3.705 1.937 3.622  0.4131
H36 -2.605 2.232 5.123  0.4186
H37 -2.921 0.416 4.608  0.1275
H38 -1.073 -1.228 2.071  0.2483
H39 -2.173 -1.887 0.159  0.1273
H40 -4.057 -0.252 2.197  0.4355
O3 -5.127 2.782 8.810  -0.4356
S1 -4.034 3.268 7.949  1.2801
O4 -4.025 4.742 7.950  -0.4314
O5 -4.237 2.779 6.573  -0.2953
O6 -2.745 2.769 8.463  -0.4882
C21 6.346 -7.217 4.187  -1.4080
C22 5.017 -6.479 4.036  0.2861
C23 4.544 -6.342 2.571  -0.4104
O7 5.247 -5.354 1.810  -0.2760
C24 6.515 -5.777 1.332  -1.0797
N4 5.123 -5.167 4.693  -0.7528
H41 7.208 -6.593 3.940  0.3015
H42 6.482 -7.543 5.226  0.3502
H43 6.375 -8.109 3.553  0.3426
H44 4.261 -7.068 4.569  0.4133
H45 3.498 -6.011 2.585  0.0943
H46 4.554 -7.307 2.052  0.3866
H47 6.522 -6.837 1.061  0.4036
H48 7.283 -5.565 2.076  0.3739
H49 6.755 -5.191 0.440  0.3099
H50 4.205 -4.724 4.686  0.2509
H51 5.686 -4.566 4.082  0.3454
O8 2.618 5.190 -5.857  -0.6158
V1 1.917 4.025 -4.744  1.4660
O9 1.217 2.860 -3.631  -0.6758
Al1 -3.633 -2.766 0.639  0.1779
F1 -3.783 3.578 4.122  -0.7615
C25 4.803 0.581 -1.172  0.7115
O10 4.524 -0.569 -0.756  -0.8071
O11 6.116 0.763 -1.207  -0.5400
O12 4.074 1.529 -1.540  -0.6718
H52 6.272 -0.143 -0.870  0.3334
C26 2.790 9.362 -7.079  0.5849
F2 3.619 10.454 -7.117  -0.2297
F3 2.303 9.221 -8.354  -0.2334
F4 3.607 8.281 -6.872  -0.2269
S2 1.440 9.515 -5.795  1.1012
O13 0.674 10.711 -6.171  -0.6595
O14 2.136 9.657 -4.509  -0.6757
O15 0.660 8.274 -5.895  -0.6598
Ca1 -0.166 4.091 0.296  1.2668
Cl3 3.013 1.373 -3.808  -0.2187
Cl4 8.574 -6.404 0.176  -0.4624

4.
# C14H22GaN4O13P2S3

C14H22GaN4O13P2S3 as an isolated structure (ωB97M-V/def2-TZVPD, OMol25).

E, Ha: -5545.6786
2S+1: 1
ΔE to the lowest compared entry with this formula, charge and spin, kcal/mol: 18.5
E_LUMO, Ha: -0.1720
Charge: +1

Each line ends with the Mulliken charge.
Geometry (Å):
Ga1 -3.954 -10.923 10.555  0.2988
C1 -3.227 -13.807 12.356  -0.2018
C2 -4.425 -14.529 12.899  -0.9506
S1 -5.721 -13.499 13.568  -0.0177
C3 -7.020 -13.297 12.336  -0.9287
C4 -7.042 -11.970 11.548  -0.3667
S2 -6.136 -11.633 10.015  -0.0551
C5 -5.701 -13.089 9.066  -0.8573
C6 -4.682 -14.013 9.662  -0.5564
S3 -3.276 -13.220 10.567  0.0794
H1 -2.343 -14.482 12.429  0.5798
H2 -2.973 -12.866 12.862  0.0349
H3 -3.981 -15.068 13.763  0.3907
H4 -4.828 -15.330 12.293  0.5728
H5 -7.903 -13.244 12.971  0.4900
H6 -7.148 -14.100 11.676  0.5067
H7 -6.738 -11.125 12.140  0.1504
H8 -8.109 -11.829 11.182  0.5033
H9 -5.323 -12.693 8.170  0.3381
H10 -6.629 -13.587 8.824  0.6488
H11 -4.282 -14.638 8.840  0.4854
H12 -5.037 -14.707 10.396  0.2422
N1 -2.526 -8.203 8.031  0.0056
C7 -1.534 -9.341 8.118  0.6500
C8 -0.259 -9.240 7.279  -1.7539
P1 -2.598 -10.796 7.613  0.5413
O1 -3.122 -10.171 6.164  -0.6314
O2 -1.948 -12.090 7.462  -0.7535
O3 -3.799 -10.709 8.570  -0.2594
P2 -1.021 -9.699 9.839  0.7322
O4 -0.802 -8.149 10.226  -0.5739
O5 0.177 -10.565 9.880  -0.7942
O6 -2.235 -10.107 10.638  -0.0602
H13 -2.838 -8.232 7.043  0.4828
H14 -2.038 -7.364 8.298  0.4500
H15 -3.338 -8.291 8.688  0.0331
H16 -0.494 -8.940 6.256  0.4017
H17 0.307 -10.143 7.365  0.4199
H18 0.346 -8.459 7.723  0.4513
H19 -3.566 -10.863 5.680  0.3420
H20 0.129 -8.075 10.412  0.3654
O7 -3.794 -5.942 16.529  -0.5847
N2 -3.876 -5.816 15.323  1.0239
O8 -3.909 -4.789 14.663  -0.5949
C9 -4.003 -7.103 14.573  -0.7759
C10 -4.101 -6.991 13.180  -0.2199
C11 -4.360 -8.148 12.440  -0.1749
C12 -4.368 -9.439 13.030  0.6570
O9 -4.474 -10.525 12.317  0.0699
C13 -4.148 -9.480 14.429  -0.3586
C14 -4.061 -8.327 15.185  -0.5261
N3 -4.094 -10.756 15.128  0.9904
O10 -3.315 -11.624 14.752  -0.5438
O11 -4.837 -10.810 16.096  -0.5531
N4 -4.518 -7.904 11.032  1.2019
O12 -4.751 -8.843 10.215  -0.7718
O13 -4.430 -6.739 10.613  -0.6042
H21 -4.020 -5.972 12.823  0.7118
H22 -3.903 -8.427 16.247  0.6173

5.
# C26H50BrF5O7S

A 3-piece molecular cluster, C26H50BrF5O7S overall (ωB97M-V/def2-TZVPD, OMol25).

E, Ha: -5018.8550
2S+1: 1
ΔE to the lowest compared entry with this formula, charge and spin, kcal/mol: 0.0
Structure (SMILES): CCCO[C@@](CC=O)(CCCF)O[C@@H](S)[C@@](C[C@@H](C)Br)(OCC)O[C@H](F)CCC(F)(F)F.CC(C)O.CC(C)O
E_LUMO, Ha: 0.0142

Each line ends with the Mulliken charge.
Geometry (Å):
C1 -3.064 2.770 3.763  -0.6400
C2 -1.814 3.274 4.501  -0.7756
C3 -0.856 4.077 3.625  -0.5884
O1 -0.786 3.591 2.294  0.2056
C4 0.505 3.453 1.714  0.1830
C5 1.301 4.764 1.754  -0.8343
C6 0.513 6.039 1.552  -0.0932
O2 0.998 7.068 1.097  -0.5589
C7 1.342 2.352 2.383  -1.2742
C8 0.876 0.934 2.103  -0.4912
C9 -0.449 0.542 2.696  0.9016
F1 -0.616 -0.835 2.501  -0.3640
O3 0.281 2.971 0.423  -0.0588
C10 -0.450 3.809 -0.451  -0.9711
S1 0.684 4.606 -1.651  -0.2337
C11 -1.526 2.932 -1.132  1.4204
C12 -2.502 2.489 -0.024  0.4620
C13 -3.982 2.477 -0.396  0.2607
C14 -4.765 1.413 0.384  -1.1353
Br1 -4.746 4.256 0.060  -0.1634
O4 -2.227 3.770 -2.012  -0.2657
C15 -2.019 3.626 -3.406  -0.0653
C16 -2.532 4.898 -4.088  -1.3205
O5 -0.820 1.896 -1.755  -0.5818
C17 -1.447 0.696 -2.054  -0.2269
F2 -2.770 0.864 -2.393  -0.4094
C18 -1.351 -0.367 -0.976  0.4015
C19 -1.601 -1.746 -1.598  -1.1494
C20 -1.042 -2.864 -0.756  0.8862
F3 -1.384 -4.050 -1.350  -0.2776
F4 -1.546 -2.893 0.506  -0.2525
F5 0.326 -2.840 -0.709  -0.2638
H1 -3.942 3.001 4.356  0.5548
H2 -3.051 1.692 3.657  0.1373
H3 -3.175 3.257 2.803  -0.0329
H4 -2.147 3.975 5.261  0.4911
H5 -1.291 2.487 5.034  0.3000
H6 -1.242 5.095 3.593  0.4179
H7 0.113 4.132 4.113  0.2707
H8 2.068 4.736 0.992  0.5582
H9 1.783 4.842 2.725  0.5045
H10 -0.550 6.025 1.857  0.2366
H11 2.328 2.438 1.931  0.7342
H12 1.475 2.553 3.441  0.2694
H13 1.615 0.261 2.539  0.4358
H14 0.879 0.722 1.043  -0.0614
H15 -0.484 0.703 3.768  0.1975
H16 -1.270 1.026 2.182  -0.6291
H17 -0.971 4.605 0.068  0.5924
H18 1.567 3.604 -1.724  0.1290
H19 -2.407 3.201 0.784  0.8229
H20 -2.226 1.537 0.407  -2.1624
H21 -4.145 2.397 -1.457  0.6269
H22 -5.082 0.605 -0.264  0.2694
H23 -4.155 1.046 1.203  0.2289
H24 -5.651 1.844 0.829  0.4150
H25 -0.973 3.501 -3.656  0.3242
H26 -2.564 2.774 -3.808  0.1623
H27 -1.862 5.192 -4.884  0.3584
H28 -3.540 4.760 -4.459  0.3547
H29 -2.546 5.689 -3.348  0.3079
H30 -0.942 0.316 -2.941  0.6331
H31 -0.353 -0.360 -0.556  0.0826
H32 -2.116 -0.231 -0.222  0.0153
H33 -2.661 -1.946 -1.709  0.3615
H34 -1.157 -1.844 -2.583  0.3712
C21 0.120 -6.023 0.789  -0.7090
C22 1.571 -6.457 0.917  0.2422
C23 2.330 -6.241 -0.384  -1.0218
O6 1.651 -7.827 1.312  -0.5659
H35 -0.392 -6.614 0.024  0.3222
H36 -0.408 -6.182 1.730  0.3508
H37 0.036 -4.979 0.512  -0.1584
H38 2.052 -5.892 1.715  0.3004
H39 1.888 -6.838 -1.187  0.3460
H40 3.369 -6.555 -0.278  0.2745
H41 2.310 -5.192 -0.684  0.2528
H42 1.232 -8.354 0.626  0.3501
C24 6.509 -5.879 -1.578  -1.1901
C25 6.220 -5.589 -3.043  0.3584
C26 4.728 -5.632 -3.336  -1.0903
O7 6.918 -6.513 -3.878  -0.5525
H43 6.160 -6.881 -1.312  0.2965
H44 7.581 -5.843 -1.385  0.3238
H45 6.012 -5.160 -0.925  0.3438
H46 6.613 -4.606 -3.303  0.2812
H47 4.325 -6.625 -3.123  0.2871
H48 4.537 -5.421 -4.388  0.3358
H49 4.186 -4.904 -2.730  0.2719
H50 6.594 -7.395 -3.672  0.3468

6.
# C21H27N3O3

C21H27N3O3 as an isolated structure (ωB97M-V/def2-TZVPD, OMol25).

E, Ha: -1205.7715
2S+1: 1
ΔE to the lowest compared entry with this formula, charge and spin, kcal/mol: 477.9
E_LUMO, Ha: 0.0154

Each line ends with the Mulliken charge.
Geometry (Å):
O1 -2.814 -3.743 0.731  -0.7105
C1 -2.108 -2.700 0.617  0.8395
N1 -2.561 -1.515 -0.063  -0.1511
C2 -2.097 -0.314 -0.034  0.6239
C3 -3.172 0.633 -0.170  0.1837
C4 -2.828 2.039 0.171  -0.5307
C5 -3.771 3.040 0.283  -0.5148
C6 -5.054 2.919 -0.147  -0.6017
C7 -5.514 1.617 -0.260  -0.9821
C8 -4.515 0.492 -0.173  0.9967
C9 -5.078 -0.682 -0.296  -0.9555
C10 -3.995 -1.640 -0.982  -1.1068
H1 -3.611 -1.584 -2.004  0.3596
H2 -4.142 -2.703 -0.868  0.4503
H3 -5.321 -1.292 0.535  0.4132
H4 -5.963 -0.959 -0.842  0.4451
H5 -6.478 1.214 -0.226  0.4463
H6 -5.787 3.652 0.053  0.3813
H7 -3.233 4.292 0.162  0.1429
H8 -1.747 2.378 0.354  0.0953
H9 -1.545 -0.144 -0.976  0.0173
H10 -1.664 -0.055 1.047  0.3805
C11 -0.948 -2.437 1.443  -0.9072
N2 0.068 -1.909 0.796  0.2676
C12 0.955 -0.817 0.859  0.4146
O2 0.964 -0.450 2.180  -0.8260
C13 1.984 -0.866 -0.004  0.5144
N3 1.564 -1.422 -1.070  -0.0996
C14 0.374 -2.368 -0.584  -0.0359
O3 -0.104 -3.173 -1.292  -0.5207
H11 1.983 -1.556 -1.985  0.2576
C15 3.325 -1.089 0.416  -0.3323
H12 3.581 -0.409 1.440  0.2729
C16 4.510 -1.114 -0.451  -1.4190
H13 4.310 -1.707 -1.280  0.4865
C17 4.959 0.606 -0.909  -0.8038
H14 4.294 0.705 -1.941  0.2651
H15 5.919 0.331 -1.103  0.5184
C18 4.908 1.553 0.133  -0.4917
H16 4.925 1.203 1.205  0.2827
C19 3.784 2.353 0.248  -0.8254
C20 2.222 1.902 0.746  -2.2168
H17 2.327 1.368 1.540  0.7658
H18 1.600 2.514 0.586  1.1287
C21 1.695 0.840 -0.531  -0.9008
H19 2.406 0.831 -1.457  0.2767
H20 0.808 0.833 -0.542  0.6695
H21 4.039 3.122 0.798  0.6229
H22 3.631 2.936 -1.023  0.2355
H23 5.669 2.209 -0.002  0.3829
H24 5.420 -1.351 0.055  0.4593
H25 3.309 -2.056 0.838  0.5094
H26 -0.475 -3.505 1.592  0.3347
H27 -1.009 -2.023 2.383  0.4914